[1]
Molecular formula: C20H37N2O2P2SiTi
Method: DFT, ωB97M-V with the def2-TZVPD basis set

Atoms and positions in Å:
C1 1.8728 -0.1957 2.7628
C2 3.0500 2.3490 2.7042
C3 -3.9236 -1.4135 -1.3499
H1 -1.6326 3.1930 2.6957
C4 4.4324 -1.4993 -0.2128
H2 -1.6450 0.7821 5.3567
P1 2.8270 -1.6308 -1.0199
C5 1.6234 1.0046 -3.2243
H3 -3.0413 2.5381 3.5677
H4 3.6663 -0.8460 3.7551
H5 -1.3687 1.7255 -4.6434
H6 -4.9427 -1.1807 -1.6882
H7 -3.5200 -0.4823 1.9702
H8 4.0344 -1.9451 -3.0709
Si1 -1.5138 0.7588 2.9001
H9 -0.4326 -0.4018 4.8134
C6 -4.4214 1.2328 -0.3488
N1 -0.1590 0.7571 1.7458
C7 2.1405 0.0845 -0.9326
O1 -0.9687 -4.2101 -4.1525
H10 -2.8657 -1.0797 3.5070
H11 -2.9939 1.8535 -2.5227
H12 4.7230 1.4136 3.7100
H13 3.5127 3.3379 2.6711
C8 -0.8408 0.6006 4.6289
P2 -3.0814 0.1223 -0.8510
H14 1.7350 0.2193 0.0844
C9 -2.5911 -0.7283 2.5007
H15 4.5385 -2.3487 0.4736
H16 3.0223 0.7498 -1.0000
C10 -1.0526 0.9494 -2.6839
H17 -2.0881 -1.5776 1.9984
H18 -1.7679 -4.5363 -4.5991
H19 1.2050 2.9966 1.7335
H20 -5.3622 0.8858 -0.7979
C11 3.7301 1.2667 3.2799
H21 5.2279 -1.5370 -0.9689
H22 1.1042 1.8233 -5.1516
H23 -2.9813 0.2684 -3.2078
H24 2.1192 -2.6987 -0.3645
H25 -0.1988 -2.5037 -0.4455
H26 -3.9742 -2.0857 -0.4827
H27 2.2742 -1.7005 -3.3661
C12 1.7708 2.1765 2.1793
C13 -2.5429 0.8478 -2.4563
H28 -4.5173 1.2374 0.7435
C14 3.1426 -0.0016 3.3064
H29 -4.2011 2.2518 -0.6940
H30 2.6999 1.0102 -3.3947
O2 0.2613 -1.7743 -0.0087
Ti1 -0.9454 -0.1346 0.1713
H31 1.3911 -1.1802 2.7479
H32 2.8627 -3.2636 -2.7364
C15 -2.3830 2.3906 2.7002
H33 -2.9783 2.4641 1.7826
H34 -0.4105 -3.9384 -4.8456
C16 3.0204 -2.1756 -2.7190
H35 -3.3641 -1.9155 -2.1518
C17 0.7403 1.4533 -4.1971
C18 -0.6164 1.4092 -3.9189
C19 1.1488 0.5535 -1.9949
H36 4.5110 -0.5686 0.3667
H37 -0.0411 1.3297 4.8147
C20 1.1606 0.9080 2.2335
N2 -0.1810 0.6090 -1.7029

Atomic forces in eV per Å
C -0.182 0.466 -0.123
C 0.048 -0.138 0.005
C -0.327 -0.214 0.015
H -0.172 -0.198 0.010
C 0.371 -0.206 0.113
H 0.204 -0.066 -0.063
P -0.786 0.045 0.705
C 0.208 -0.189 0.268
H -0.046 0.207 -0.250
H -0.052 0.225 -0.091
H 0.319 -0.102 0.115
H 0.240 -0.235 -0.052
H 0.145 -0.181 0.182
H -0.328 -0.029 -0.026
Si 1.854 0.443 -0.573
H -0.067 0.204 -0.030
C -0.425 0.133 0.166
N -0.369 -0.325 0.727
C -0.237 0.343 -0.088
O -1.508 -0.566 1.102
H -0.108 -0.156 -0.281
H 0.234 -0.316 -0.055
H -0.314 -0.026 -0.128
H -0.077 -0.324 0.063
C -0.174 -0.054 0.293
P -0.596 0.387 -0.732
H 0.238 -0.166 -0.356
C -0.424 -0.179 0.022
H 0.120 0.240 -0.179
H -0.168 -0.390 0.021
C 0.378 0.227 -0.190
H -0.140 0.326 0.217
H 0.387 0.097 0.282
H 0.210 -0.177 0.166
H 0.175 0.256 0.152
C 0.090 0.112 -0.039
H -0.130 0.056 0.281
H -0.054 -0.058 0.171
H -0.587 -0.816 -1.505
H 0.428 1.153 -0.344
H 0.126 -0.040 0.073
H -0.071 0.126 -0.264
H 0.161 -0.089 0.149
C 0.179 -0.507 0.206
C 0.260 1.231 1.157
H -0.110 0.030 -0.293
C -0.125 0.134 -0.223
H -0.089 -0.270 0.220
H -0.246 0.018 -0.052
O -0.915 -0.018 -0.296
Ti 2.360 -0.773 0.844
H 0.175 0.386 0.066
H 0.131 0.332 -0.096
C -0.409 0.037 0.391
H 0.135 0.041 0.157
H 1.123 0.505 -1.373
C 0.107 -0.248 -0.283
H -0.131 0.112 0.254
C 0.071 0.065 -0.040
C -0.220 -0.074 -0.047
C -0.100 0.174 -0.128
H -0.107 -0.281 -0.159
H -0.180 -0.130 -0.060
C -0.346 0.170 -0.156
N -0.162 -0.740 -0.018

Maximum force (eV Å⁻¹): 2.62
<S²>: 2.01
Kohn-Sham gap (alpha / beta) (eV): 5.50 / 7.79
Net charge: +1
Multiplicity: 3
HOMO level (alpha / beta) (eV): -8.0 / -10.2
Energy above the lowest of the compared OMol25 structures with the same formula, charge and spin (kJ/mol): 55.1

Here are the natural (NBO) charges for atoms 1 to 5, given in e: C -0.284; C -0.211; C -0.935; H 0.254; C -0.976

[2]
Molecular formula: C5H8N2
Method: DFT, ωB97M-V with the def2-TZVPD basis set

Atoms and positions in Å:
C1 1.9416 0.1472 0.0317
C2 1.2567 1.1365 -0.5511
H1 -0.4335 1.6095 0.5551
H2 -2.1484 -0.7085 0.9885
C3 1.0293 -0.8944 0.5391
H3 3.0193 0.0907 0.1383
H4 -1.7522 -1.5255 -0.5168
H5 1.3638 -1.8378 0.9754
H6 -1.8416 1.7782 -1.2273
C4 -0.2373 1.1550 -0.4396
N1 -0.1870 -0.5866 0.3880
C5 -1.3900 -1.3328 0.5029
H7 1.6754 2.0370 -0.9884
N2 -1.0459 1.1994 -1.4471
H8 -1.2504 -2.2682 1.0514

Atomic forces in eV per Å
C -0.120 0.111 -0.087
C 0.190 -0.079 0.105
H -0.351 0.199 -0.253
H 0.119 -0.183 0.007
C -0.337 -0.038 0.053
H -0.185 -0.016 -0.068
H 0.059 -0.030 0.239
H 0.066 -0.013 -0.049
H -0.560 -0.307 0.215
C 0.289 0.453 -0.073
N 0.354 -0.215 0.056
C -0.098 -0.203 0.135
H 0.210 -0.210 0.016
N 0.509 0.566 -0.246
H -0.146 -0.036 -0.050

Maximum force (eV Å⁻¹): 0.80
Kohn-Sham gap (eV): 8.45
Net charge: 0
Multiplicity: 1
HOMO level (eV): -8.1
Energy above the lowest of the compared OMol25 structures with the same formula, charge and spin (kJ/mol): 292.4

Here are the natural (NBO) charges for atoms 1 to 5, given in e: C -0.298; C -0.120; H 0.162; H 0.216; C 0.133

[3]
Molecular formula: C4H3NO2
Method: DFT, ωB97M-V with the def2-TZVPD basis set

Atoms and positions in Å:
H1 -0.1759 0.5925 0.0548
O1 2.2201 3.4790 -1.4102
H2 1.2038 0.0149 0.4967
O2 0.3906 3.2578 -0.0787
C1 -1.9184 -3.7218 0.0089
C2 -1.6599 -2.9585 -0.9725
C3 -1.6246 -3.2506 1.1801
C4 1.2902 3.3765 -0.7874
H3 0.0410 -0.4811 1.2515
N1 0.2331 -0.3089 0.2568

Atomic forces in eV per Å
H -0.630 0.200 -0.027
O 3.132 0.422 -2.525
H -0.416 -0.540 -1.155
O -1.189 -0.117 0.484
C -0.129 -0.072 -0.647
C 0.056 0.112 -0.932
C 0.165 0.052 1.634
C -1.935 -0.315 2.024
H -1.068 -0.266 -0.360
N 2.016 0.525 1.503

Maximum force (eV Å⁻¹): 4.04
<S²>: 2.05
Kohn-Sham gap (alpha / beta) (eV): 7.85 / 7.05
Net charge: 0
Multiplicity: 3
HOMO level (alpha / beta) (eV): -8.5 / -10.8
Energy above the lowest of the compared OMol25 structures with the same formula, charge and spin (kJ/mol): 527.3

Here are the natural (NBO) charges for atoms 1 to 5, given in e: H 0.356; O -0.491; H 0.346; O -0.529; C -0.562

[4]
Molecular formula: C26H22BrN5O5Rh
Method: DFT, ωB97M-V with the def2-TZVPD basis set

Atoms and positions in Å:
N1 -0.1211 5.6244 2.2613
C1 -2.2424 3.0360 0.8262
H1 -2.4082 4.9888 1.6829
N2 0.8499 1.2852 0.0662
Br1 4.1641 1.8432 6.2098
C2 -1.3628 2.0145 0.4077
H2 -3.3058 2.8929 0.6879
C3 -0.3673 -2.7065 -2.6776
C4 -1.7371 4.1992 1.3639
H3 -3.0750 -4.6897 -0.1992
H4 4.7132 4.4673 4.9692
Rh1 -0.1092 -0.3103 -0.6205
C5 3.1137 3.0574 5.1941
H5 -3.1927 -2.3043 -2.3712
H6 -0.5209 -4.8520 -2.3970
H7 1.3528 1.8392 5.2966
C6 1.0278 3.6297 4.1663
N3 -0.2290 -5.7924 -4.7700
O1 -1.7268 0.9219 -0.1294
C7 -0.3754 4.4312 1.5947
C8 -0.1791 -1.6414 -3.6838
O2 -0.2184 -0.4434 -3.4305
C9 3.6823 4.2350 4.7394
C10 2.1583 1.4625 0.0173
C11 0.0057 -3.4062 -5.4133
C12 -2.2299 -4.4159 -0.8326
H8 -2.8461 -2.8667 1.3134
C13 0.0484 -2.1085 -5.0549
N4 -0.7810 -2.3289 -1.2992
C14 0.5710 -2.7232 -1.0571
C15 -1.9062 -2.6012 0.8250
H9 0.2049 -1.3243 -5.7843
C16 -0.2293 -4.3948 -4.4128
C17 1.9633 3.6637 0.9545
C18 -3.1645 -2.1409 -1.2910
H10 0.7845 -3.7705 -0.8274
C19 2.7411 2.6661 0.4266
C20 -0.4200 -4.0472 -3.1069
H11 -1.1020 -3.1797 1.2880
H12 3.8101 2.7978 0.3242
H13 -0.0044 3.3850 3.9547
C21 0.0573 2.2790 0.5522
H14 3.3134 6.0612 3.6679
H15 -4.1113 -2.4810 -0.8667
H16 -2.4828 -4.6978 -1.8539
H17 -1.6957 -1.5420 0.9816
H18 2.7380 0.6317 -0.3617
N5 0.8432 5.8438 3.0403
C22 -2.0064 -2.9122 -0.6684
H19 0.1468 -3.7226 -6.4369
O3 0.0490 -6.0880 -5.9244
C23 0.5698 3.4762 1.0798
H20 -1.3729 -5.0051 -0.4980
C24 2.9062 5.1162 4.0058
H21 -3.0456 -1.0735 -1.1016
H22 2.4168 4.5975 1.2511
C25 1.7885 2.7575 4.9273
O4 -0.4229 -6.6277 -3.8950
O5 1.3894 -1.8230 -0.7936
C26 1.5826 4.8169 3.6831

Atomic forces in eV per Å
N 0.482 0.372 -0.089
C 0.041 -0.193 -0.098
H -0.025 -0.012 -0.013
N 0.011 -0.119 -0.028
Br -0.009 0.009 -0.001
C 0.018 0.113 0.028
H 0.006 0.008 -0.003
C -1.228 0.025 -0.892
C 0.179 0.129 0.105
H -0.005 -0.005 0.007
H -0.001 -0.003 -0.004
Rh 0.116 0.263 0.230
C 0.033 0.024 -0.006
H 0.001 0.006 0.007
H -0.043 0.034 -0.097
H 0.004 0.003 0.004
C -0.051 0.036 0.014
N 0.724 0.223 0.183
O 0.021 -0.146 -0.098
C -0.143 -0.387 -0.045
C 0.028 -0.138 0.037
O -0.046 0.104 0.079
C -0.005 -0.009 0.026
C -0.092 0.012 0.069
C -0.041 -0.219 0.137
C -0.079 -0.004 0.028
H 0.013 -0.015 -0.006
C -0.004 0.098 0.115
N 0.901 -0.318 -0.773
C -0.093 0.196 1.674
C 0.017 -0.009 -0.014
H 0.002 -0.013 -0.009
C -0.074 -0.080 -0.420
C 0.079 0.005 0.049
C 0.014 0.007 -0.041
H 0.113 -0.052 -0.280
C 0.009 0.056 0.039
C 0.334 0.221 0.426
H 0.001 0.009 0.011
H -0.003 -0.001 0.001
H 0.002 0.006 -0.036
C -0.109 -0.006 -0.044
H 0.018 -0.011 0.001
H 0.003 -0.012 0.003
H -0.010 0.009 0.044
H -0.017 0.007 0.003
H 0.005 0.009 -0.016
N -0.540 -0.096 0.105
C -0.046 0.108 0.185
H 0.003 0.002 0.001
O -0.260 -0.032 -0.111
C -0.134 0.118 0.130
H -0.015 -0.001 0.004
C -0.055 -0.011 -0.075
H -0.004 -0.004 0.001
H -0.001 0.033 0.059
C -0.028 -0.006 -0.040
O -0.254 -0.044 -0.002
O -0.039 -0.168 -0.423
C 0.277 -0.129 -0.140

Maximum force (eV Å⁻¹): 1.69
Kohn-Sham gap (eV): 5.85
Net charge: -1
Multiplicity: 1
HOMO level (eV): -3.8

Here are the natural (NBO) charges for atoms 1 to 5, given in e: N -0.123; C -0.351; H 0.216; N -0.347; Br 0.028

Question: Which of these has the highest net charge?
Answer: C20H37N2O2P2SiTi